No. 1
Computed, not measured: a molecular structure, C30H22ClF5IN4O4STl at a distorted geometry, with ωB97M-V with the def2-TZVPD basis set.

```
69
Properties=species:S:1:pos:R:3:forces:R:3
Tl 1.862 -22.435 -1.927 -0.38 -0.96 0.35
O -2.513 -18.991 -7.384 0.65 -0.18 0.12
C -1.179 -18.458 -7.219 -1.00 0.51 1.85
C -0.342 -19.441 -6.389 -0.39 -0.75 -1.54
C 0.257 -19.206 -5.179 0.60 -0.18 -0.77
C 1.252 -20.098 -4.762 0.11 -0.48 0.83
N 1.460 -21.303 -5.313 -1.68 -0.33 0.30
C 0.584 -21.682 -6.301 1.40 1.99 -0.19
C -0.095 -20.683 -6.995 -0.27 0.59 1.34
C 0.507 -23.018 -6.894 0.46 -1.11 -1.07
C -0.583 -23.297 -7.763 1.80 -1.37 0.95
C -0.570 -24.509 -8.455 -0.38 1.13 -0.33
C -1.676 -24.789 -9.485 0.14 -0.02 1.17
O -2.695 -23.803 -9.214 -1.89 -1.06 -1.18
C 0.512 -25.350 -8.262 -0.27 0.01 0.15
C 1.497 -25.035 -7.361 0.39 0.83 0.61
N 1.540 -23.855 -6.729 -0.42 -0.20 0.41
H -3.046 -18.476 -8.003 0.45 0.11 0.10
H -1.255 -17.432 -6.758 0.29 -0.98 -0.19
H -0.659 -18.364 -8.138 0.32 0.15 -1.21
H 0.068 -18.255 -4.768 0.08 0.84 1.08
H 1.858 -19.873 -3.842 -0.43 -0.09 -1.15
H -0.432 -20.887 -7.978 -0.57 -0.01 -0.60
H -1.366 -22.606 -7.859 -0.97 0.47 -0.11
H -1.994 -25.875 -9.291 0.14 1.54 -0.83
H -1.221 -24.563 -10.473 -0.49 -0.75 0.28
H -3.587 -23.997 -9.668 2.40 0.12 0.92
H 0.612 -26.258 -8.788 -0.16 -1.01 -0.57
H 2.303 -25.741 -7.124 -0.25 0.33 -0.25
N 6.257 -23.880 -1.402 0.66 0.02 -0.78
C 5.046 -23.430 -1.775 -1.04 -1.13 3.69
O 4.254 -23.001 -0.889 1.32 -0.05 -2.23
C 4.763 -23.755 -3.165 -0.86 -1.50 -2.13
C 3.392 -23.495 -3.688 -1.03 -2.30 -0.04
H 6.519 -23.786 -0.463 0.26 0.18 1.35
H 6.889 -24.410 -1.992 -0.49 0.40 -0.02
H 4.970 -24.904 -3.355 0.05 2.33 0.49
H 5.448 -23.109 -3.714 0.39 -0.35 -0.42
H 2.689 -24.395 -3.846 1.10 1.67 0.41
H 3.232 -22.672 -4.333 -0.17 0.70 -0.68
Cl -3.168 -27.446 0.860 -0.90 -0.52 0.37
C -1.970 -26.713 -0.090 1.22 0.14 -3.27
C -1.807 -27.077 -1.478 -1.27 0.70 3.46
C -0.783 -26.558 -2.184 1.92 2.09 -0.82
I -0.457 -27.134 -4.158 -0.09 -0.10 -0.24
C 0.123 -25.490 -1.732 -0.20 -1.09 -0.65
O 1.028 -24.982 -2.482 -0.63 0.32 0.65
C -0.006 -25.176 -0.329 -2.00 -1.60 0.32
N 0.940 -24.464 0.265 1.37 0.69 1.56
C 0.965 -24.417 1.597 0.49 1.21 -1.62
C -0.050 -24.902 2.397 -0.45 -0.38 1.25
C -1.059 -25.638 1.905 -0.54 0.18 -1.78
C -1.065 -25.810 0.451 0.27 -0.44 1.80
H -2.595 -27.672 -1.875 -0.07 -0.73 -0.56
H 1.779 -23.882 2.075 0.09 0.07 -0.27
H -0.078 -24.714 3.450 0.51 0.14 0.53
H -1.835 -26.039 2.587 0.52 0.22 -0.87
F 5.563 -17.601 -8.100 0.47 -1.31 1.31
C 5.968 -18.372 -7.047 -0.18 0.19 -1.86
C 5.706 -19.761 -7.005 -0.86 -1.39 -1.41
F 4.967 -20.364 -8.046 1.52 1.39 2.13
C 6.230 -20.557 -5.978 -0.67 0.30 1.15
F 5.988 -21.888 -5.904 0.24 1.58 -0.52
C 6.832 -19.920 -4.811 -0.29 0.62 -1.31
S 7.296 -20.754 -3.415 -0.14 0.08 -0.24
C 7.035 -18.503 -4.964 1.42 -0.20 3.06
F 7.603 -17.777 -3.913 -0.79 -1.54 -1.87
C 6.781 -17.793 -6.088 0.55 1.35 -0.41
F 7.381 -16.578 -6.240 -1.33 -1.09 0.00
```
Positions in Å, forces in eV/Å.

Relative energy (zero: lowest compared OMol25 entry of this formula, charge and spin): 498.2 kJ/mol
E_HOMO (alpha / beta): -6.2 / -6.2 eV
Gap between HOMO and LUMO (alpha / beta): 2.84 / 5.14 eV
Multiplicity: 1
LUMO level (alpha / beta): -0.122 / -0.038 hartree

No. 2
Computed, not measured: a molecular structure, C37H32FeOP at a distorted geometry, with ωB97M-V with the def2-TZVPD basis set.

```
72
Properties=species:S:1:pos:R:3:forces:R:3
C -4.140 -0.442 -5.140 -0.94 0.07 1.24
C -4.188 0.558 -4.086 -2.45 -1.34 0.89
C -3.798 -0.082 -2.842 -1.63 -0.03 -1.10
C -3.512 -1.478 -3.127 -1.73 -0.21 -0.56
C -3.725 -1.703 -4.546 -1.98 -0.19 0.85
Fe -2.398 -0.296 -4.249 0.25 0.32 0.70
C -0.672 -1.218 -4.601 2.61 0.88 -0.37
C -0.980 -0.248 -5.631 1.50 -0.14 0.54
C -1.158 1.033 -5.002 2.22 0.67 0.70
C -0.910 0.882 -3.549 0.28 -0.67 -1.76
C -1.259 1.864 -2.564 -0.58 1.21 -0.52
C -0.539 2.456 -1.504 0.10 -0.11 0.41
C -1.209 3.482 -0.776 0.41 0.17 0.19
C -0.528 4.268 0.138 0.32 -0.20 -0.04
C 0.855 4.089 0.342 -0.44 0.08 -0.43
C 1.507 3.072 -0.359 0.17 -0.24 0.07
C 0.822 2.185 -1.183 -0.24 0.42 -0.13
C -0.680 -0.539 -3.334 1.32 0.11 -0.76
H -4.466 -0.290 -6.163 0.31 0.00 0.11
H -4.582 1.568 -4.184 0.42 -0.19 -0.05
H -3.833 0.377 -1.856 0.34 -0.06 -0.34
H -3.270 -2.236 -2.385 0.23 0.33 -0.25
H -3.673 -2.661 -5.059 0.18 0.36 0.08
H -0.390 -2.255 -4.736 -0.34 0.11 -0.02
H -0.985 -0.439 -6.697 -0.24 -0.01 0.15
H -1.354 1.991 -5.481 -0.17 -0.42 0.04
H -2.134 2.465 -2.871 0.27 -0.37 0.34
H -2.272 3.638 -0.969 0.27 0.03 0.03
H -1.047 5.050 0.682 -0.06 -0.05 0.00
H 1.410 4.736 1.022 -0.15 -0.18 -0.20
H 2.583 2.955 -0.232 -0.35 -0.06 0.05
H 1.303 1.297 -1.597 -0.01 0.49 -0.09
H -0.472 -0.973 -2.368 -0.22 -0.20 -0.38
C 3.237 -4.028 3.890 0.02 -1.06 0.64
C 3.877 -2.795 3.739 -0.10 1.63 -0.86
C 3.340 -1.822 2.889 1.16 -0.43 1.19
C 2.115 -2.050 2.226 -0.62 2.17 -1.47
P 1.066 -0.728 1.521 1.51 -1.30 -0.47
C -0.452 -0.839 2.495 -0.69 0.29 -0.04
C -1.691 -0.669 1.853 0.11 -0.02 0.63
C -2.867 -0.787 2.595 0.06 -0.07 -0.08
C -2.805 -1.173 3.933 0.11 0.01 0.07
C -1.576 -1.396 4.561 0.06 0.16 -0.23
C -0.391 -1.202 3.854 -0.19 0.09 -0.31
C 1.935 0.807 1.954 0.01 0.37 0.33
C 3.177 0.989 1.325 0.20 0.08 0.24
C 4.050 1.999 1.743 -0.43 -0.22 0.12
C 3.656 2.871 2.760 0.04 -0.14 -0.03
C 2.393 2.736 3.341 -0.31 -0.11 -0.06
C 1.510 1.727 2.927 0.60 -0.22 -0.10
C 0.704 -0.851 -0.197 0.70 -0.83 0.63
C 1.421 -1.846 -0.946 -0.03 -0.58 -0.24
O 1.097 -2.504 -1.959 -0.05 1.03 0.67
C 1.582 -3.354 2.251 -0.51 -1.86 0.64
C 2.120 -4.324 3.100 -0.62 0.81 -0.75
H 3.622 -4.762 4.595 -0.03 0.07 -0.17
H 4.796 -2.580 4.287 -0.15 -0.01 -0.19
H 3.863 -0.876 2.762 -0.08 -0.20 0.18
H -1.722 -0.462 0.784 -0.04 0.03 0.31
H -3.828 -0.588 2.118 0.25 -0.17 0.14
H -3.723 -1.315 4.499 0.08 0.05 -0.09
H -1.528 -1.725 5.599 -0.10 0.10 -0.21
H 0.577 -1.359 4.340 -0.28 0.00 -0.29
H 3.476 0.312 0.518 -0.15 0.15 0.28
H 5.036 2.084 1.291 -0.20 0.05 0.03
H 4.347 3.647 3.103 -0.29 -0.23 -0.07
H 2.091 3.410 4.144 0.04 -0.08 -0.26
H 0.516 1.622 3.374 0.43 0.05 -0.07
H -0.137 -0.306 -0.596 -0.22 -0.19 0.11
H 2.436 -2.068 -0.554 -0.16 -0.05 0.36
H 0.716 -3.592 1.635 0.14 -0.04 0.10
H 1.659 -5.310 3.150 0.07 0.14 -0.07
```
Positions in Å, forces in eV/Å.

Total charge: -2
E_HOMO (alpha / beta): 2.6 / -2.8 eV
Gap between HOMO and LUMO (alpha / beta): 1.57 / 6.78 eV
Multiplicity: 6
LUMO level (alpha / beta): 0.153 / 0.146 hartree

No. 3
Computed, not measured: a molecular structure, C12H15NS at a distorted geometry, with ωB97M-V with the def2-TZVPD basis set.

```
29
Properties=species:S:1:pos:R:3:forces:R:3
C 1.362 -1.793 -2.619 -0.52 0.59 3.04
C 0.734 -2.822 -1.904 -0.03 0.18 0.03
C 1.356 -0.500 -2.062 0.42 -1.00 -1.26
C -0.070 -2.518 -0.822 1.07 2.45 -0.07
C 0.501 -0.196 -1.016 -0.14 1.54 0.95
C -0.225 -1.172 -0.348 -0.98 -1.88 -1.12
C 0.386 1.243 -0.563 0.65 -0.25 -0.38
C -1.274 -0.857 0.701 2.73 3.31 1.38
C -0.499 0.778 1.572 0.21 -3.12 -0.55
C 0.768 2.327 -1.572 -0.73 1.76 0.31
C -1.548 1.403 2.415 -0.08 -1.56 0.66
C 0.728 0.199 2.317 -0.49 1.96 3.01
N -0.117 1.625 0.539 0.68 0.88 -1.05
S -2.876 -0.410 0.138 -1.55 -2.87 0.83
H 2.105 -2.085 -3.266 1.39 -0.28 -1.91
H 0.985 -3.874 -2.091 -0.32 0.50 -0.26
H 2.102 0.222 -2.435 -0.79 -0.18 0.10
H -0.356 -3.291 -0.200 -1.18 -1.54 1.05
H -1.324 -1.593 1.496 -0.16 -0.08 -0.03
H 0.122 3.198 -1.207 1.12 -0.88 -0.67
H 0.332 2.009 -2.535 0.60 0.31 0.13
H 1.850 2.748 -1.697 -1.84 -1.34 0.42
H -2.317 1.721 1.761 -1.00 0.50 -0.28
H -1.237 2.199 3.069 0.52 0.49 -0.03
H -1.905 0.590 3.057 -0.40 0.26 0.06
H 1.660 0.871 2.358 -1.50 -0.87 -0.39
H 0.924 -0.724 1.877 0.98 -1.53 -0.55
H 0.441 0.012 3.448 0.50 0.24 -2.20
H -2.608 0.689 -0.408 0.85 2.42 -1.22
```
Positions in Å, forces in eV/Å.

Relative energy (zero: lowest compared OMol25 entry of this formula, charge and spin): 222.7 kJ/mol
E_HOMO: -8.0 eV
Gap between HOMO and LUMO: 8.26 eV
Multiplicity: 1
LUMO level: 0.010 hartree

No. 4
Computed, not measured: a molecular structure, C44H38I2N5O7Y at a distorted geometry, with ωB97M-V with the def2-TZVPD basis set.

```
97
Properties=species:S:1:pos:R:3:forces:R:3
Y 0.061 0.006 0.060 -0.67 0.59 0.10
I -3.597 -6.684 2.466 0.01 0.00 0.00
C -2.512 -4.934 2.113 -0.03 -0.05 0.02
C -1.184 -4.855 2.501 0.07 0.11 -0.06
C -0.481 -3.684 2.258 -0.03 0.08 -0.09
I 1.532 -3.564 2.795 -0.06 0.07 -0.02
C -1.074 -2.560 1.642 0.38 0.07 0.19
O -0.422 -1.438 1.461 -0.56 -1.52 1.22
C -2.417 -2.688 1.243 -0.21 -0.05 -0.01
C -3.082 -1.512 0.579 0.20 -0.10 -0.07
N -2.345 -1.065 -0.623 0.11 0.12 0.28
C -2.353 -2.061 -1.688 0.13 0.01 0.03
C -1.029 -2.763 -1.913 0.02 0.13 0.19
C -0.967 -3.804 -2.828 -0.05 -0.17 -0.08
C 0.237 -4.455 -3.030 -0.04 -0.07 -0.05
C 1.344 -4.049 -2.300 0.04 0.01 0.03
C 1.202 -2.995 -1.416 -0.23 0.01 0.05
N 0.037 -2.352 -1.229 0.32 -0.06 -0.15
C -3.122 -3.861 1.483 0.03 0.11 -0.11
H -0.697 -5.695 2.980 -0.02 0.06 -0.03
H -3.142 -0.664 1.257 0.05 0.09 0.05
H -4.106 -1.789 0.318 -0.15 -0.02 -0.03
H -2.766 -0.206 -0.949 -0.10 0.09 -0.05
H -2.662 -1.600 -2.625 0.02 0.09 -0.12
H -3.090 -2.834 -1.468 -0.15 -0.11 -0.02
H -1.863 -4.107 -3.362 0.08 0.03 0.05
H 0.306 -5.275 -3.736 0.00 0.07 0.05
H 2.306 -4.531 -2.410 -0.05 0.01 0.00
H 2.042 -2.633 -0.839 -0.03 0.06 0.00
H -4.160 -3.932 1.170 0.08 0.02 0.03
O -1.068 1.329 1.729 0.43 -0.05 0.34
C -0.828 1.077 3.103 -0.02 -0.02 -0.21
C 0.648 0.951 3.323 0.08 -0.09 -0.09
C 1.197 1.229 4.564 0.04 0.00 0.10
C 2.551 1.019 4.761 -0.01 0.05 0.08
C 3.306 0.526 3.711 0.11 0.00 0.07
C 2.677 0.283 2.505 -0.08 -0.01 -0.14
N 1.377 0.507 2.296 0.10 0.08 0.08
H -2.028 1.386 1.535 -0.32 0.13 -0.09
H -1.304 0.142 3.407 -0.04 -0.11 0.02
H -1.225 1.886 3.712 -0.09 0.15 0.08
H 0.564 1.605 5.360 0.04 -0.01 -0.03
H 3.008 1.239 5.718 -0.02 -0.02 -0.04
H 4.368 0.337 3.813 -0.10 0.02 -0.01
H 3.238 -0.119 1.671 -0.04 0.01 0.03
O 1.256 2.002 -0.531 -0.07 0.25 -0.17
C 2.682 1.960 -0.686 0.03 0.24 -0.12
C 3.110 0.457 -0.648 -0.41 -0.24 -0.17
O 4.281 0.163 -0.795 -0.10 -0.01 0.02
O 2.128 -0.373 -0.470 1.05 0.21 -0.17
C 3.015 2.550 -2.063 0.22 -0.13 0.06
C 3.608 3.795 -2.227 -0.07 0.09 0.00
C 3.838 4.305 -3.504 -0.07 -0.03 0.04
C 3.479 3.575 -4.627 -0.01 -0.06 0.04
C 2.896 2.320 -4.470 0.22 0.04 0.04
C 2.676 1.816 -3.199 0.12 -0.13 0.05
C 3.315 2.739 0.473 0.01 0.05 -0.07
C 2.554 3.682 1.159 0.02 -0.05 0.15
C 3.106 4.420 2.201 0.02 -0.07 -0.02
C 4.433 4.230 2.567 -0.06 0.00 -0.04
C 5.200 3.301 1.877 -0.02 -0.07 -0.03
C 4.648 2.560 0.838 0.11 0.08 -0.05
H 0.823 2.516 -1.255 0.05 -0.07 0.06
H 3.888 4.380 -1.359 0.00 -0.04 -0.03
H 4.300 5.279 -3.615 -0.02 -0.05 0.02
H 3.663 3.973 -5.620 -0.02 -0.03 0.08
H 2.626 1.731 -5.341 0.09 0.04 0.09
H 2.258 0.819 -3.077 0.09 0.12 -0.01
H 1.514 3.819 0.895 0.01 0.01 0.00
H 2.494 5.141 2.732 0.03 -0.04 -0.04
H 4.865 4.804 3.380 -0.03 -0.04 -0.05
H 6.238 3.142 2.153 -0.09 0.02 -0.04
H 5.249 1.836 0.301 -0.04 0.05 0.05
O -3.440 1.763 0.699 0.00 0.00 -0.19
C -2.961 2.395 -0.251 0.18 -0.02 0.20
C -3.667 3.568 -0.901 0.01 0.07 -0.10
C -2.638 4.071 -1.907 -0.07 -0.01 0.12
C -1.472 3.113 -1.716 -0.08 -0.23 -0.13
O -0.420 3.224 -2.356 -0.06 -0.01 0.60
N -1.739 2.146 -0.791 0.09 0.18 -0.15
H -3.925 4.295 -0.131 0.00 -0.01 0.01
H -4.600 3.223 -1.345 0.00 0.00 -0.03
H -2.289 5.083 -1.709 -0.01 0.04 0.00
H -2.968 4.039 -2.945 0.00 -0.03 -0.01
N -0.288 0.188 -2.258 -0.03 -0.01 -0.94
C -0.211 0.453 -3.368 -0.02 0.42 -0.69
C -0.088 0.838 -4.756 -0.10 -0.31 0.21
C 0.027 -0.166 -5.718 -0.02 -0.02 0.00
C 0.173 0.187 -7.049 0.03 -0.04 0.03
C 0.209 1.530 -7.408 0.00 0.06 -0.01
C 0.106 2.523 -6.442 -0.09 -0.12 -0.05
C -0.041 2.185 -5.105 -0.08 0.15 0.02
H 0.007 -1.207 -5.413 0.00 0.05 -0.04
H 0.267 -0.582 -7.805 -0.01 0.03 0.03
H 0.328 1.803 -8.451 -0.01 -0.02 0.06
H 0.151 3.565 -6.727 0.01 -0.01 0.02
H -0.083 2.936 -4.324 -0.05 -0.11 -0.19
```
Positions in Å, forces in eV/Å.

Relative energy (zero: lowest compared OMol25 entry of this formula, charge and spin): 56.0 kJ/mol
E_HOMO: -7.5 eV
Gap between HOMO and LUMO: 7.44 eV
Multiplicity: 1
LUMO level: -0.003 hartree

No. 5
Computed, not measured: 2 unconnected molecules or ions with the total composition C3H11N2 at a distorted geometry, with ωB97M-V with the def2-TZVPD basis set.

```
16
Properties=species:S:1:pos:R:3:forces:R:3
C 1.784 -0.801 3.136 1.60 -0.08 0.01
C 2.527 -0.228 4.316 0.06 0.85 1.58
H 1.749 -0.164 2.299 -0.54 1.17 -0.89
H 0.854 -1.117 3.463 -2.05 -0.58 0.18
H 2.304 -1.652 2.752 0.35 -0.81 -0.15
H 3.147 0.688 4.063 -0.50 -1.33 0.39
H 1.773 0.095 5.125 1.28 -0.39 -1.10
H 3.136 -1.069 4.738 -0.20 1.18 -0.02
N -1.928 -0.447 -1.897 -0.12 -0.58 -3.66
C -1.768 0.228 -3.127 2.80 0.91 7.24
N -1.036 1.337 -3.113 -1.27 -0.47 -1.33
H -2.090 -0.124 -0.957 0.40 0.92 -0.22
H -1.877 -1.469 -1.948 -0.66 0.57 -0.18
H -2.002 -0.194 -4.040 -0.64 -1.04 -1.64
H -0.917 1.729 -4.033 0.14 0.54 -0.05
H -0.587 1.859 -2.347 -0.64 -0.86 -0.15
```
Positions in Å, forces in eV/Å.

Relative energy (zero: lowest compared OMol25 entry of this formula, charge and spin): 157.2 kJ/mol
Total charge: +1
E_HOMO: -13.5 eV
Gap between HOMO and LUMO: 8.43 eV
Multiplicity: 1
LUMO level: -0.187 hartree

No. 6
Computed, not measured: a molecular structure, C4H5NO4S at a distorted geometry, with ωB97M-V with the def2-TZVPD basis set.

```
15
Properties=species:S:1:pos:R:3:forces:R:3
C -0.462 0.105 0.275 1.43 0.01 0.22
C -3.140 -0.067 1.185 4.03 0.27 -5.32
C -1.389 -0.860 0.631 -3.88 -0.63 -0.70
C 0.676 -0.327 -0.429 -0.32 0.88 -1.07
N 1.567 0.506 -1.037 1.11 -2.20 -0.20
O 0.972 -1.541 -0.769 -1.04 -3.96 0.16
O -5.401 0.122 -0.117 -1.04 -0.01 -0.66
O -3.250 0.504 -1.393 -0.73 -0.33 0.19
O -1.488 -2.053 0.361 0.73 1.50 0.94
S -3.987 0.062 -0.235 2.41 0.60 2.40
H -0.601 1.149 0.526 -0.01 -0.24 -0.11
H -3.594 -0.591 1.908 -1.87 -1.75 2.70
H 1.275 1.440 -1.029 0.36 1.45 -0.43
H 2.334 0.068 -1.675 -2.26 1.46 1.72
H 0.316 -2.341 -0.576 1.10 2.98 0.17
```
Positions in Å, forces in eV/Å.

Relative energy (zero: lowest compared OMol25 entry of this formula, charge and spin): 195.3 kJ/mol
E_HOMO: -9.1 eV
Gap between HOMO and LUMO: 8.98 eV
Multiplicity: 1
LUMO level: -0.004 hartree